Entry 1:
The following is a DFT calculation (ωB97M-V with the def2-TZVPD basis set) of C8H15N3 as an isolated structure at a distorted geometry.

```
26
Properties=species:S:1:pos:R:3:forces:R:3:lowdin_charge:R:1
C -1.633684 -0.694712 -0.508655 -1.74 1.90 -0.92 0.008
C -1.216838 1.487833 0.326061 4.41 -1.32 -1.40 0.303
C -2.130880 0.504817 0.008623 0.44 2.74 2.13 -0.260
C -0.308399 -1.093779 -0.652241 -0.02 -2.25 -2.02 -0.199
C 3.199145 0.214678 0.265938 0.78 -3.74 0.67 -0.149
C 0.803404 -0.204952 -0.292870 0.71 -0.02 0.66 -0.364
C -3.619558 0.751321 0.146474 -1.60 -0.11 -1.17 -0.018
C -0.631023 -2.072575 0.564809 1.65 -0.19 1.86 0.063
N 2.112588 -0.663539 -0.299628 -0.11 0.13 -1.52 0.068
N 2.984102 1.617706 -0.129051 -1.52 -0.68 -3.48 0.107
N 0.563199 0.941603 0.227742 -3.90 1.92 0.17 0.141
H -2.499914 -1.149173 -0.976491 0.63 -1.23 -0.32 0.170
H -1.124339 2.627026 0.413398 -0.67 -2.02 0.28 0.163
H 3.085661 0.016735 1.391261 0.28 1.27 -1.43 0.169
H 4.189860 -0.334315 -0.004505 -1.58 1.62 0.14 0.176
H -0.268063 -1.712590 -1.608097 0.71 0.64 1.32 0.210
H -4.262394 -0.058204 -0.331828 1.14 0.81 0.21 0.118
H -3.932097 1.709296 -0.372927 0.41 -1.00 0.87 0.125
H -3.991501 0.718098 1.180021 0.52 0.43 -0.13 0.105
H -0.325761 -1.620466 1.560000 0.20 -0.40 -1.41 0.155
H -0.094972 -2.998189 0.301567 -0.54 0.16 0.45 0.138
H -1.665304 -2.246759 0.774747 -0.98 -0.71 -0.27 0.107
H 2.381680 -1.362220 -1.043061 -0.42 1.12 1.25 0.187
H 2.838117 1.772881 -1.228446 0.90 -0.82 2.74 0.226
H 1.837044 1.581379 0.158622 0.26 1.38 0.59 0.096
H 3.709930 2.268088 0.128544 0.03 0.36 0.77 0.154
```
Positions in Å, forces in eV/Å.

Summary:
* ΔE to the lowest compared entry with this formula, charge and spin: 78.1 kcal/mol
* Kohn-Sham gap: 8.44 eV
* net charge: +2



Entry 2:
The following is a DFT calculation (ωB97M-V with the def2-TZVPD basis set) of C6H9O6P as an isolated structure at a distorted geometry.

```
22
Properties=species:S:1:pos:R:3:forces:R:3:lowdin_charge:R:1
O 3.766523 -1.182860 0.241032 -0.55 0.15 -0.27 -0.040
O 2.789656 -0.805386 1.217485 0.38 -0.27 0.76 -0.102
O 2.955106 -0.665053 -0.837750 1.02 -0.60 -0.25 -0.092
O 0.640020 -1.622051 0.011869 2.23 0.49 0.07 -0.084
O 1.195469 0.669921 -1.089109 -0.41 -1.48 -1.00 -0.130
O 1.024706 0.705874 1.206289 0.57 -1.55 1.03 -0.130
C -0.984728 -0.481213 -1.313155 0.09 -0.13 -0.30 -0.069
C -1.055423 -0.528681 1.230932 -0.55 0.78 0.05 -0.066
C -0.720742 1.622890 -0.085040 -0.28 0.70 0.45 -0.101
C -0.721675 -1.280586 -0.046351 -0.92 0.57 0.08 -0.341
C -0.223953 0.830576 -1.250415 -0.35 0.76 -0.44 -0.332
C -0.392258 0.869651 1.187165 -1.01 -0.48 0.09 -0.312
P 1.667075 -0.374977 0.112153 -1.61 2.36 -0.35 0.535
H -0.685835 -1.039072 -2.200018 0.11 -0.23 0.09 0.133
H -2.058178 -0.296942 -1.414278 0.08 0.17 0.07 0.136
H -0.665807 -1.068373 2.096763 -0.01 -0.07 -0.10 0.133
H -2.151038 -0.443301 1.365924 0.46 0.10 -0.17 0.138
H -0.187268 2.567610 -0.058514 0.05 0.24 0.04 0.131
H -1.782169 1.850164 -0.218665 -0.02 -0.13 0.25 0.135
H -1.267923 -2.196528 -0.077344 -0.28 -0.80 -0.04 0.143
H -0.411360 1.440699 -2.152304 0.44 -0.50 0.11 0.160
H -0.730200 1.427639 2.073329 0.58 -0.06 -0.16 0.154
```
Positions in Å, forces in eV/Å.

Summary:
* ΔE to the lowest compared entry with this formula, charge and spin: 0.0 kcal/mol
* Kohn-Sham gap: 10.71 eV



Entry 3:
The following is a DFT calculation (ωB97M-V with the def2-TZVPD basis set) of C30H24MoN4O4S2 as an isolated structure at a distorted geometry.

```
65
Properties=species:S:1:pos:R:3:forces:R:3:lowdin_charge:R:1
Mo -1.416260 -0.438113 -0.876396 -0.39 1.09 0.36 1.800
O -4.268178 3.048722 -1.579787 0.02 0.13 0.19 0.138
C -3.741763 3.597462 -0.485724 -0.11 -0.10 -0.19 -0.219
C -4.035112 4.938199 -0.256373 -0.05 0.22 -0.01 0.029
C -3.542607 5.566022 0.862317 0.01 0.04 0.03 0.000
C -2.728515 4.894319 1.798799 0.01 0.12 0.02 -0.044
C -2.403247 3.593212 1.576991 0.07 -0.02 0.01 -0.005
C -2.900811 2.912451 0.431055 0.14 0.02 0.12 -0.094
C -2.561356 1.568103 0.233531 -0.35 -0.41 -0.05 -0.404
O -3.104149 0.803799 -0.652728 0.20 0.02 0.17 -0.163
N -1.474030 0.984397 0.930855 0.24 -0.26 -0.41 0.086
N -1.634731 -0.370584 1.048196 0.04 0.20 0.22 -0.186
C -1.966726 -1.182506 2.009068 -0.06 0.18 0.01 0.044
C -2.403751 -2.480358 1.683657 0.01 -0.03 -0.06 -0.134
C -2.553769 -3.486224 2.668273 0.11 0.15 0.11 -0.004
C -3.245872 -4.624103 2.384094 -0.09 -0.16 -0.13 -0.037
C -3.856465 -4.760580 1.120427 -0.01 -0.02 0.08 -0.002
C -3.750656 -3.790445 0.149411 -0.09 -0.14 -0.16 0.019
C -2.978398 -2.657285 0.389250 0.07 0.42 -0.22 -0.266
O -2.887606 -1.715034 -0.555667 0.06 -0.36 0.23 -0.185
H -4.120956 2.094703 -1.596452 0.05 -0.12 -0.04 0.098
H -4.666876 5.451786 -0.971211 0.05 -0.02 0.07 0.141
H -3.792452 6.606721 1.030727 0.00 -0.04 0.00 0.129
H -2.368170 5.409703 2.679760 -0.04 -0.01 -0.08 0.120
H -1.772432 3.053045 2.271714 -0.02 0.02 -0.04 0.119
H -1.998158 -0.794316 3.023339 0.06 0.04 0.00 0.170
H -2.097160 -3.342325 3.643192 -0.09 0.02 -0.09 0.133
H -3.344784 -5.405235 3.125384 -0.03 0.02 -0.05 0.124
H -4.436093 -5.649894 0.905786 0.02 0.01 0.02 0.129
H -4.235514 -3.891544 -0.813644 0.01 -0.03 0.06 0.137
C 2.883822 -0.905450 0.213657 0.09 -0.03 0.06 0.028
C 1.493005 -1.264488 -0.178586 -0.05 0.12 -0.10 -0.162
N 0.639891 -0.276665 -0.379028 -0.05 0.13 0.05 -0.120
N 1.191013 0.995202 -0.294923 -0.07 -0.26 0.16 -0.028
C 0.642995 1.845943 -1.084239 -0.06 -0.05 -0.18 -1.035
S -0.643284 1.385468 -2.212948 -0.06 -0.14 0.34 0.742
S 1.152784 3.488120 -1.182100 0.03 -0.05 -0.04 0.984
C 2.613844 3.418032 -0.120383 0.14 -0.08 -0.10 -0.392
C 3.841119 2.708410 -0.675623 -0.13 0.06 0.03 -0.293
C 4.930487 2.575890 0.181308 0.06 -0.06 0.13 -0.049
C 6.101618 1.966819 -0.249135 -0.03 0.03 0.08 -0.065
C 6.198831 1.483229 -1.547812 0.04 -0.01 0.01 -0.075
C 5.118923 1.611526 -2.405964 -0.10 0.00 -0.03 -0.073
C 3.943908 2.220206 -1.971061 -0.04 -0.01 -0.08 -0.077
C 1.124870 -2.646984 -0.444516 0.13 0.28 0.14 -0.095
C 1.875746 -3.728266 0.033994 0.12 -0.10 0.12 0.008
C 1.552438 -5.018436 -0.325644 -0.03 -0.02 -0.02 -0.024
C 0.486823 -5.256705 -1.196585 0.09 -0.08 0.04 -0.009
C -0.263327 -4.210189 -1.697952 -0.16 -0.14 -0.29 0.023
C 0.059464 -2.930580 -1.306899 -0.05 0.51 0.25 -0.255
O -0.693575 -1.867055 -1.700938 0.30 -1.22 -0.67 -0.245
H 3.345224 -0.319669 -0.586951 0.00 0.00 -0.01 0.104
H 3.491373 -1.781875 0.402539 0.01 0.03 -0.02 0.083
H 2.872203 -0.251099 1.086658 0.00 -0.01 -0.02 0.112
H 2.290607 2.960579 0.814280 0.08 0.04 0.04 0.083
H 2.834281 4.467606 0.078908 0.00 0.03 -0.01 0.095
H 4.864119 2.959850 1.196319 0.03 -0.03 -0.09 0.121
H 6.944320 1.881312 0.427428 -0.07 0.01 -0.04 0.113
H 7.118161 1.024723 -1.891651 -0.06 0.01 0.03 0.112
H 5.190449 1.250647 -3.425840 -0.02 0.03 0.07 0.111
H 3.117591 2.327206 -2.665813 0.03 0.02 0.03 0.092
H 2.698073 -3.557252 0.716117 -0.05 -0.04 -0.06 0.122
H 2.130192 -5.845232 0.064666 -0.03 0.01 -0.01 0.126
H 0.233476 -6.271116 -1.478957 0.04 0.04 0.01 0.129
H -1.094889 -4.373799 -2.370202 0.02 0.00 0.00 0.139
```
Positions in Å, forces in eV/Å.

Summary:
* ΔE to the lowest compared entry with this formula, charge and spin: 12.8 kcal/mol
* Kohn-Sham gap: 4.70 eV
* net charge: +2



Entry 4:
The following is a DFT calculation (ωB97M-V with the def2-TZVPD basis set) of C20H16N5OSW as an isolated structure.

```
44
Properties=species:S:1:pos:R:3:forces:R:3:lowdin_spin:R:1
W -0.054031 0.765138 -0.434600 -0.15 -0.77 -0.31 1.657
N -0.703586 4.938399 -1.511046 0.00 0.03 -0.07 -0.005
C -0.385244 3.786777 -0.906254 0.08 -0.22 0.03 0.019
S 0.230481 2.487090 -1.978165 -0.06 0.13 0.03 0.018
N -0.525985 3.657595 0.368138 -0.09 0.12 0.08 0.011
N -0.169235 2.399899 0.853613 -0.05 0.30 0.13 0.000
C 0.015556 2.368652 2.135468 0.09 0.10 0.18 0.064
C 0.497166 1.249151 2.894773 0.00 -0.11 -0.17 0.004
C 0.557063 1.360313 4.293014 -0.03 0.08 0.00 0.012
C 1.055552 0.336934 5.063397 0.04 -0.10 -0.03 -0.004
C 1.525989 -0.823219 4.441445 -0.05 0.12 0.05 0.015
C 1.491775 -0.951943 3.066953 0.05 -0.10 -0.05 -0.004
C 0.974192 0.074804 2.290993 -0.04 0.17 0.02 0.024
O 0.945487 -0.085674 0.948694 0.12 -0.15 -0.03 0.069
H -0.549612 5.061643 -2.494659 0.00 0.02 0.01 0.000
H -1.045433 5.709039 -0.961867 0.00 0.00 0.01 0.001
H -0.177118 3.293810 2.672414 -0.01 0.02 -0.06 0.002
H 0.201484 2.274075 4.753711 0.01 -0.02 0.02 0.000
H 1.091502 0.430364 6.139222 0.00 0.00 0.00 0.000
H 1.927825 -1.629224 5.040498 0.00 0.00 0.00 0.001
H 1.860832 -1.839148 2.570255 0.00 0.00 0.02 0.000
C 3.521500 -2.543657 -3.531066 -0.02 0.04 0.01 -0.005
C 2.533676 -3.450172 -3.159756 0.02 -0.01 -0.01 0.002
C 1.374202 -3.012055 -2.547925 -0.05 -0.02 -0.01 -0.005
C 1.213797 -1.651605 -2.311381 0.03 0.18 0.11 0.006
C 2.200892 -0.740178 -2.665986 -0.08 -0.01 0.05 0.010
C 3.355320 -1.188017 -3.284774 0.04 -0.06 -0.02 0.002
N 0.046297 -1.126182 -1.673300 -0.31 -0.18 0.23 0.000
N -0.952339 -1.882514 -1.632251 0.27 0.39 -0.15 0.054
C -2.072926 -1.308851 -0.989829 0.05 0.09 0.09 0.007
C -3.248121 -2.033033 -0.989840 -0.06 -0.05 -0.01 0.006
C -4.374078 -1.480130 -0.384965 0.00 0.01 0.01 -0.004
C -4.308378 -0.231314 0.212788 0.06 -0.02 -0.03 0.007
C -3.110225 0.485631 0.218249 -0.09 0.02 0.04 0.002
C -1.976592 -0.039409 -0.384172 0.25 0.00 -0.15 0.023
H 4.425229 -2.895302 -4.009899 0.00 -0.01 0.00 0.000
H 2.671106 -4.506798 -3.344616 0.01 0.00 -0.01 0.000
H 0.600377 -3.704204 -2.249945 0.01 -0.01 0.00 0.000
H 2.054089 0.316607 -2.473696 0.04 0.01 -0.02 0.009
H 4.123480 -0.484506 -3.574459 -0.01 0.01 0.01 0.000
H -3.273697 -3.005952 -1.462300 -0.03 0.00 0.01 0.000
H -5.306044 -2.028958 -0.381387 0.01 -0.01 0.00 0.000
H -5.189309 0.187628 0.680194 0.00 0.01 0.00 0.000
H -3.072918 1.458499 0.694319 -0.01 0.00 0.00 0.000
```
Positions in Å, forces in eV/Å.

Summary:
* Kohn-Sham gap (alpha / beta): 6.71 / 7.12 eV
* spin multiplicity: 3
* net charge: +1



What is the formula in the second record?
C6H9O6P